No. 1
C3H7BrN3 | ωB97M-V with the def2-TZVPD basis set

Orbital gap   0.312 Ha
SMILES   [NH3+]/C(Br)=N/N1CC1
Calculated total energy   -2856.3717 Ha
2S+1   1
Charge   +1

Structure (XYZ):
```
14
C3H7BrN3 | the OMol25 dataset | ωB97M-V with the def2-TZVPD basis set
C -0.2614 1.7352 -0.9121
C -1.7607 1.2718 -0.7339
C 0.9895 -0.9003 -0.6952
N -0.6656 0.4512 -0.3339
N -0.2182 -0.6768 -0.7656
N 1.5780 -2.0187 -1.4130
Br 2.1701 0.5782 0.3588
H 0.0401 1.6507 -1.9629
H 0.3278 2.2506 -0.1872
H -2.3353 1.8751 -0.1530
H -2.3119 0.8150 -1.5548
H 1.3115 -2.9164 -0.8807
H 2.5980 -1.9658 -1.3418
H 1.2209 -2.2091 -2.3884
```

Results of the Löwdin charge analysis, in e, for atoms 1 through 6:
1. C -0.108
2. C -0.013
3. C -0.529
4. N -0.200
5. N 0.053
6. N 0.202

No. 2
C3H7BrN4 | ωB97M-V with the def2-TZVPD basis set

Orbital gap   0.347 Ha
SMILES   [NH2+]=C1[NH+]=CNCN1Br
Calculated total energy   -2910.8622 Ha
2S+1   1
Charge   +2

Structure (XYZ):
```
15
C3H7BrN4 | the OMol25 dataset | ωB97M-V with the def2-TZVPD basis set
C -1.5749 0.4868 0.2414
C 0.3047 -0.9499 0.0612
C 0.5396 1.4844 -0.2507
N 1.1112 0.1165 0.0411
N -0.8364 1.5074 0.2330
N -1.0257 -0.7316 0.1613
N 0.7021 -2.2068 -0.1114
Br 3.0458 0.2573 0.1850
H -2.6349 0.6128 0.1871
H 1.0595 2.1749 0.2944
H 0.5045 1.6932 -1.2637
H -1.2040 2.3881 0.2445
H -1.7210 -1.4651 -0.0113
H 1.7488 -2.4562 0.0348
H -0.0193 -2.9118 -0.0467
```

Results of the Löwdin charge analysis, in e, for atoms 1 through 6:
1. C 0.023
2. C -0.368
3. C -0.073
4. N -0.335
5. N 0.182
6. N 0.199

No. 3
C3H7BrNO | ωB97M-V with the def2-TZVPD basis set

Orbital gap   0.263 Ha
Calculated total energy   -2822.6097 Ha
2S+1   1
Charge   -1

Structure (XYZ):
```
13
C3H7BrNO | the OMol25 dataset | ωB97M-V with the def2-TZVPD basis set
Br 22.2042 -6.1586 16.4016
C 19.8553 -1.4904 19.1625
O 19.2854 -0.8178 20.0029
N 19.6609 -2.8005 18.9289
C 20.2402 -3.4250 17.7142
C 18.7053 -3.5783 19.6748
H 20.6555 -1.1043 18.5155
H 21.0842 -4.0607 17.9671
H 20.5895 -2.6643 17.0202
H 19.4215 -3.9625 17.2414
H 18.4676 -3.0380 20.5907
H 17.7532 -3.6338 19.1357
H 19.0972 -4.5724 19.8616
```

Results of the Löwdin charge analysis, in e, for atoms 1 through 6:
1. Br -0.807
2. C -0.372
3. O -0.021
4. N -0.199
5. C -0.080
6. C -0.060

No. 4
C3H7BrOS | ωB97M-V with the def2-TZVPD basis set

Orbital gap   0.324 Ha
SMILES   C=CC.OSBr
Calculated total energy   -3165.8631 Ha
2S+1   1

Structure (XYZ):
```
13
C3H7BrOS | the OMol25 dataset | ωB97M-V with the def2-TZVPD basis set
C 1.4234 0.1304 -0.6718
C -0.0308 -0.7468 1.0076
C 0.2475 -0.2864 -0.3497
O -3.3667 2.3306 0.1568
S -2.7045 1.0165 0.7974
Br -3.6888 -0.5731 -0.2687
H 1.7474 0.5567 -1.6080
H 2.3303 0.0410 0.0256
H -3.3423 2.5730 -0.8637
H 0.7861 -1.1335 1.5545
H -0.8309 -1.4716 0.9124
H -0.2406 0.0742 1.6746
H -0.6831 -0.1513 -0.9227
```

Results of the Löwdin charge analysis, in e, for atoms 1 through 6:
1. C -0.031
2. C -0.182
3. C -0.297
4. O -0.615
5. S 0.382
6. Br 0.250

No. 5
C3H7BrOSi | ωB97M-V with the def2-TZVPD basis set

Orbital gap (alpha / beta)   0.276 / 0.309 Ha
Calculated total energy   -3057.2063 Ha
Expectation value of S²   2.007
2S+1   3

Structure (XYZ):
```
13
C3H7BrOSi | the OMol25 dataset | ωB97M-V with the def2-TZVPD basis set
C -0.2357 1.9106 -0.2867
C 0.3333 -0.4696 1.6848
C 0.3370 -0.9437 -1.4698
O 0.7585 2.5281 -0.0084
Si -0.3852 0.0122 0.0010
Br -2.6024 -0.3428 0.0200
H -1.1092 2.4409 -0.7241
H 0.3123 -1.5474 1.8301
H 1.3643 -0.1384 1.7704
H -0.2273 -0.0160 2.4997
H 0.2420 -2.0157 -1.3147
H -0.1785 -0.7001 -2.3961
H 1.3909 -0.7182 -1.6063
```

Results of the Löwdin charge analysis, in e, for atoms 1 through 6:
1. C -0.417
2. C -0.211
3. C -0.220
4. O 0.044
5. Si 0.181
6. Br 0.350

No. 6
C3H7BrS | ωB97M-V with the def2-TZVPD basis set

Orbital gap   0.315 Ha
SMILES   CCC=S.Br
Calculated total energy   -3090.6660 Ha
2S+1   1

Structure (XYZ):
```
12
C3H7BrS | the OMol25 dataset | ωB97M-V with the def2-TZVPD basis set
C -0.6868 1.3139 -0.9855
C -0.8470 0.3658 0.2402
C -0.3669 -0.9997 -0.0234
S -1.0448 -2.3429 0.5674
Br 3.3904 -1.4032 0.9186
H -1.0738 0.7903 -1.8134
H 0.4269 1.4727 -1.2368
H -1.1520 2.2938 -0.8185
H -0.1665 0.8429 0.9518
H -1.8561 0.3781 0.6376
H 0.4645 -1.1166 -0.7169
H 2.9121 -1.5953 2.2788
```

Results of the Löwdin charge analysis, in e, for atoms 1 through 6:
1. C -0.107
2. C -0.339
3. C -0.721
4. S 0.667
5. Br 0.285
6. H 0.043

No. 7
C3H7CaO2 | ωB97M-V with the def2-TZVPD basis set

Orbital gap   0.308 Ha
Calculated total energy   -946.3350 Ha
2S+1   1
Charge   +1

Structure (XYZ):
```
13
C3H7CaO2 | the OMol25 dataset | ωB97M-V with the def2-TZVPD basis set
O 1.9942 1.0923 -0.6274
C 1.7887 -0.0633 0.0850
C 0.3629 -0.4308 0.4772
O -0.5383 0.2505 -0.4101
C -1.9085 -0.1103 -0.2648
Ca 0.3736 2.0670 -0.9851
H 2.0956 -0.8575 -0.6253
H 0.1433 -0.1223 1.5119
H 0.1937 -1.5146 0.3970
H -2.0661 -0.6392 0.6852
H -2.4958 0.8135 -0.2733
H -2.2030 -0.7473 -1.1088
H 2.2596 0.2619 1.1386
```

Results of the Löwdin charge analysis, in e, for atoms 1 through 6:
1. O -0.501
2. C -0.345
3. C -0.198
4. O -0.423
5. C -0.049
6. Ca 1.619

No. 8
C3H7Cl4Hg2O | ωB97M-V with the def2-TZVPD basis set

Orbital gap   0.055 Ha
Calculated total energy   -2339.7848 Ha
2S+1   1
Charge   +3

Structure (XYZ):
```
17
C3H7Cl4Hg2O | the OMol25 dataset | ωB97M-V with the def2-TZVPD basis set
Hg -4.0727 0.3363 -0.9665
Hg -2.8033 -4.6902 -0.1506
C 0.3968 -0.8154 -0.5637
O -0.8741 -1.4278 -0.6661
H 0.8938 -0.8970 0.4030
H 1.0762 -1.0253 -1.3898
H 0.1483 0.2327 -0.7307
C -1.5958 5.9612 -2.6941
Cl -3.0746 6.1514 -3.6302
Cl -1.8445 4.6389 -1.5130
H -0.7282 5.7741 -3.3269
H -1.4371 6.8441 -2.0749
C 2.6665 -4.1532 3.5585
Cl 2.4883 -5.3274 2.2087
Cl 4.3314 -3.5916 3.5288
H 1.9835 -3.3040 3.5364
H 2.4456 -4.7068 4.4711
```

Results of the Löwdin charge analysis, in e, for atoms 1 through 6:
1. Hg 0.799
2. Hg 0.839
3. C -0.068
4. O -0.076
5. H 0.109
6. H 0.130